# 1
Entry from the OMol25 dataset: 2 unconnected molecules or ions with the total composition C6H9N at a distorted geometry (wB97M-V/def2-TZVPD).

XYZ file:
```
16
Properties=species:S:1:pos:R:3:forces:R:3
C -0.710823 -0.058148 -1.655695 1.641 0.185 -1.139
C -0.561812 1.305938 -1.036649 1.320 1.278 -3.316
C 0.432978 1.272898 0.069885 -2.265 -0.527 2.109
C 0.728904 -2.350374 0.906019 -1.755 -0.762 -0.183
N 0.318115 -2.998282 -0.118316 1.079 1.849 2.772
C 0.843332 0.438508 1.165439 2.169 4.128 1.502
C 0.344524 1.758936 1.337063 -2.391 -2.416 0.912
H -1.003019 -0.580682 -0.801785 -1.003 -1.951 0.688
H -1.459529 0.058342 -2.416567 -0.519 -0.544 -0.201
H 0.189088 -0.554932 -2.091064 -0.575 0.667 0.362
H -0.275491 2.101284 -1.867966 -0.526 -1.297 1.962
H -1.614651 1.463864 -0.700563 1.164 0.961 0.568
H 0.055874 -1.993048 1.818522 0.557 -1.004 -1.879
H 1.754344 -2.032114 1.142390 0.141 -0.538 -0.692
H 1.412827 0.130657 2.131470 -1.035 -1.024 -2.352
H -0.454663 2.037154 2.117815 1.998 0.995 -1.114
```
Positions in Å, forces in eV/Å.

The value obtained for the gap between HOMO and LUMO (alpha / beta) is 0.277 / 0.338 Eh. As for the multiplicity: 2. The LUMO energy (alpha / beta) comes out at -6.07 / -6.07 eV. For the HOMO energy (alpha / beta), the calculation gives -13.60 / -15.27 eV. As for the charge: +1. As for the energy relative to the best compared isomer or geometry (same formula, charge and spin): 8.001 eV.

Here are the Mulliken charges for atoms 1 to 8, given in e: C -1.1456; C -0.2435; C 0.2343; C -0.1468; N -0.3414; C -0.0306; C -0.2789; H 0.3280

=====

# 2
Entry from the OMol25 dataset: a gas-phase ion, C6H9N2O (charge +1) at a distorted geometry (wB97M-V/def2-TZVPD).

XYZ file:
```
18
Properties=species:S:1:pos:R:3:forces:R:3
C -2.404191 -0.900323 -0.294051 1.351 -2.757 1.281
C -1.803553 -0.245606 -1.192398 0.182 0.541 0.551
C -1.491572 -1.222866 1.051048 -1.621 1.324 -0.938
C -0.643642 1.571442 -0.106727 2.770 -1.592 0.109
C 2.570161 0.236147 0.426900 -2.862 2.572 -2.974
C 1.258037 -0.206608 -0.309828 2.304 -0.551 2.157
N -0.488701 -0.526484 1.136618 1.750 0.014 1.578
N 0.001897 0.258617 0.219091 -2.233 -0.444 -1.466
O -1.627699 1.943644 0.357399 -2.487 1.117 1.484
H -3.131417 -1.715976 -0.298726 -0.472 0.806 -0.422
H -1.758487 0.490710 -1.957609 0.000 -0.093 -0.615
H -1.804538 -1.791440 1.909508 -0.572 -0.396 -0.150
H 0.024457 2.057065 -0.773773 0.647 0.751 -0.976
H 2.731461 -0.115549 1.350669 0.539 -1.703 3.214
H 3.260920 -0.049400 -0.310487 1.609 -0.338 -0.411
H 2.543402 1.338653 0.480545 0.282 -0.354 -0.020
H 1.338556 -1.280911 -0.442479 -0.908 -0.260 0.355
H 1.424903 0.158879 -1.245703 -0.278 1.365 -2.756
```
Positions in Å, forces in eV/Å.

The value obtained for the gap between HOMO and LUMO (alpha / beta) is 0.316 / 0.316 Eh. The LUMO energy (alpha / beta) comes out at -5.83 / -5.83 eV. For the HOMO energy (alpha / beta), the calculation gives -14.42 / -14.42 eV. As for the charge: +1. As for the energy relative to the best compared isomer or geometry (same formula, charge and spin): 5.830 eV.

Here are the Mulliken charges for atoms 1 to 8, given in e: C -0.2944; C -0.3609; C -0.0189; C -0.0819; C -1.1757; C -0.5729; N -0.5998; N 0.6358

=====

# 3
Entry from the OMol25 dataset: 2 unconnected molecules or ions with the total composition C6H9N2O2 at a distorted geometry (wB97M-V/def2-TZVPD).

XYZ file:
```
19
Properties=species:S:1:pos:R:3:forces:R:3
C -2.689646 -2.556094 -0.349902 0.270 -1.575 -0.859
C -0.747834 -0.390844 1.726682 1.026 -0.295 -0.353
C -0.534436 -1.289165 -0.287161 0.318 1.943 1.950
C -1.728563 -1.644690 0.317694 0.204 0.127 -0.910
N 0.085163 -0.483356 0.670009 -0.225 0.205 -0.643
N -1.879783 -1.047758 1.539905 0.266 -0.938 0.197
H 0.906474 0.197738 0.525734 -0.220 -0.388 0.451
H -0.321657 -0.006714 2.649657 -0.709 0.356 -0.115
H -0.144409 -1.144059 -1.278295 -0.188 -0.918 -0.333
H -3.208402 -2.074849 -1.163401 -0.608 0.434 -0.131
H -3.406362 -3.104551 0.271370 0.160 0.461 0.164
H -2.113147 -3.354485 -0.902049 -0.391 0.627 0.691
C 1.946463 2.753424 -1.035712 0.631 -1.434 -0.455
C 2.719397 2.027460 0.101895 -0.360 -0.112 0.678
O 2.011250 1.273419 0.852185 -0.009 -0.030 -0.569
O 3.902844 2.306995 0.312194 0.157 0.177 -0.547
H 2.664033 3.250890 -1.710118 -0.621 0.782 0.764
H 1.111405 3.211623 -0.520228 0.200 1.148 -0.234
H 1.427210 2.075017 -1.720459 0.099 -0.571 0.256
```
Positions in Å, forces in eV/Å.

The value obtained for the gap between HOMO and LUMO is 0.310 Eh. The LUMO energy comes out at 3.58 eV. For the HOMO energy, the calculation gives -4.86 eV. As for the charge: -1. As for the energy relative to the best compared isomer or geometry (same formula, charge and spin): 0.877 eV.

Here are the Mulliken charges for atoms 1 to 8, given in e: C -1.0763; C -0.1297; C -0.5380; C 0.5850; N 0.0117; N -0.7601; H 0.3547; H 0.3986

=====

# 4
Entry from the OMol25 dataset: 2 unconnected molecules or ions with the total composition C6H9N2O2 at a distorted geometry (wB97M-V/def2-TZVPD).

XYZ file:
```
19
Properties=species:S:1:pos:R:3:forces:R:3
C 2.042979 2.591198 1.082969 -0.117 -1.125 0.878
C 1.743272 1.153464 0.796442 -0.597 0.418 -2.011
C 1.976215 -0.978723 0.832271 0.356 1.624 1.092
C 0.868373 0.659250 -0.177886 1.358 0.809 2.446
N 2.440273 0.145910 1.363997 0.096 -0.779 0.272
N 0.969485 -0.702173 -0.024612 -0.164 -0.753 -1.392
H 2.344540 -1.901911 1.239660 -0.445 -0.497 -0.627
H 2.098148 2.625321 2.182823 0.198 0.561 -0.245
H 1.230269 3.223724 0.750869 0.012 0.332 -0.124
H 0.546799 -1.367229 -0.653308 -0.118 0.019 0.215
H 0.226816 1.306255 -0.746997 -0.445 -0.781 -0.415
H 3.008211 2.865747 0.659096 0.075 0.295 0.038
C -2.350042 -1.404121 -0.525067 -1.013 -0.885 -0.653
C -3.348993 -1.256837 -1.774374 0.560 1.235 1.692
O -4.046080 -0.208449 -1.739755 0.051 -0.619 -0.367
O -3.313183 -2.186425 -2.588701 -0.156 -0.460 -0.571
H -2.756746 -2.207411 0.102554 -0.177 0.104 0.056
H -2.263348 -0.515431 0.091510 0.260 0.151 -0.215
H -1.416989 -1.842160 -0.871490 0.266 0.350 -0.068
```
Positions in Å, forces in eV/Å.

The value obtained for the gap between HOMO and LUMO (alpha / beta) is 0.088 / 0.301 Eh. As for the multiplicity: 2. The LUMO energy (alpha / beta) comes out at 5.99 / 6.25 eV. For the HOMO energy (alpha / beta), the calculation gives 3.59 / -1.94 eV. As for the charge: -2. As for the energy relative to the best compared isomer or geometry (same formula, charge and spin): 0.914 eV.

Here are the Mulliken charges for atoms 1 to 8, given in e: C -2.8198; C 0.9570; C -1.4940; C -1.1011; N -0.5323; N 0.9905; H 0.6126; H 0.4717

=====

# 5
Entry from the OMol25 dataset: a gas-phase ion, C6H9N2O2 (charge +1) at a distorted geometry (wB97M-V/def2-TZVPD).

XYZ file:
```
19
Properties=species:S:1:pos:R:3:forces:R:3
C -2.494817 2.400442 -0.441725 -0.240 2.379 -2.491
C -1.915802 -1.547803 -2.078835 -0.061 -1.665 0.389
C -2.453704 1.305639 0.212835 0.681 -2.649 1.450
C -1.530215 0.115278 -0.055430 -0.532 -1.079 -2.198
C -1.275968 -0.506720 -1.514449 -0.682 0.407 -0.117
C 0.722752 -0.715860 0.800559 -1.090 0.208 -3.771
N -0.494050 0.257846 -2.427102 2.344 -0.337 0.119
N -0.050931 0.438147 0.337182 -1.246 1.631 0.512
O -2.595133 3.334145 -1.109774 0.219 -0.030 0.403
O -2.267352 -2.553204 -2.562064 0.364 2.013 0.744
H -3.181398 1.289133 1.025645 0.295 -0.369 -0.064
H -2.097296 -0.745452 0.398143 1.559 0.750 0.679
H 0.676405 -1.356155 -0.068325 0.810 -0.638 0.042
H 1.630299 -0.323692 1.041345 2.860 0.335 0.655
H 0.241684 -1.166385 1.566230 -1.423 -1.277 2.622
H -0.981971 0.983170 -2.810445 -1.807 2.490 -1.033
H 0.128290 -0.012123 -3.223984 -0.685 -1.033 1.655
H 0.384815 0.893623 -0.554428 -0.905 -0.974 1.389
H -0.017132 1.122177 1.123607 -0.461 -0.162 -0.983
```
Positions in Å, forces in eV/Å.

As for the structure (SMILES): C[NH2+][C@@H](C=C=O)C(N)=C=O. The value obtained for the gap between HOMO and LUMO is 0.351 Eh. The LUMO energy comes out at -3.37 eV. For the HOMO energy, the calculation gives -12.93 eV. As for the charge: +1. As for the energy relative to the best compared isomer or geometry (same formula, charge and spin): 4.079 eV.

Here are the Mulliken charges for atoms 1 to 8, given in e: C 0.7342; C 0.4150; C -1.1395; C 0.1639; C -0.1230; C -0.9820; N -0.5271; N -0.2136

=====

# 6
Entry from the OMol25 dataset: C6H9N2O2P in the gas phase at a distorted geometry (wB97M-V/def2-TZVPD).

XYZ file:
```
20
Properties=species:S:1:pos:R:3:forces:R:3
C -3.197397 0.255071 0.718874 0.842 -0.938 0.097
C 3.400449 -0.510039 -0.559245 -0.377 -1.988 -0.122
C -2.507905 0.899349 -0.213387 -0.511 -1.196 1.429
C 1.958896 -0.346610 -0.125056 0.786 -1.331 -1.343
C -2.308604 -0.859853 1.305368 -1.673 0.122 -0.832
C 3.889588 0.220001 0.600540 3.031 0.244 1.153
N -1.218190 0.469183 -0.157275 3.538 1.526 -2.118
N 1.427571 0.718053 -0.426775 -1.131 2.798 -0.455
O -1.017419 -0.494763 0.850498 -0.204 0.346 0.707
O 4.567320 -0.210263 1.503031 -0.470 -0.200 0.052
P 0.159048 1.701341 0.042917 -1.261 -1.651 -0.269
H -4.209033 0.404928 0.886625 -1.732 -0.171 0.335
H 3.785583 -1.587397 -0.605002 -0.555 1.695 -0.095
H -2.902590 1.454359 -1.034627 0.228 0.791 -0.116
H 1.546639 -1.121953 0.462293 -0.733 -0.869 0.814
H -2.398323 -0.939807 2.381680 0.425 -0.041 0.303
H -2.557977 -1.854097 0.838084 -0.005 0.680 0.479
H 3.676371 1.272629 0.534454 -0.395 0.927 0.218
H 3.563936 0.151903 -1.406606 0.063 -0.496 -0.364
H -0.153594 2.312000 -1.209567 0.133 -0.246 0.128
```
Positions in Å, forces in eV/Å.

As for the structure (SMILES): O=CC/C=N/PN1C=CCO1. The value obtained for the gap between HOMO and LUMO is 0.292 Eh. The LUMO energy comes out at 0.30 eV. For the HOMO energy, the calculation gives -7.64 eV. As for the energy relative to the best compared isomer or geometry (same formula, charge and spin): 4.897 eV.

Here are the Mulliken charges for atoms 1 to 8, given in e: C -0.4542; C -0.4159; C -0.3420; C -0.0088; C -0.3444; C -0.0366; N -0.0146; N -0.2794

=====

# 7
Entry from the OMol25 dataset: a molecular structure, C6H9N2O5 at a distorted geometry (wB97M-V/def2-TZVPD).

XYZ file:
```
22
Properties=species:S:1:pos:R:3:forces:R:3
C 2.134414 -1.311711 0.408724 -0.808 0.752 -0.459
C -2.221545 -0.704672 -0.438245 -0.744 -0.355 0.103
C 0.638348 -1.198247 0.346195 0.195 2.853 -0.089
C -0.896653 -0.161617 -1.037487 -1.033 0.876 0.651
C 0.248126 0.695993 1.014330 0.511 -1.403 -1.065
C -0.400680 1.142967 -0.364738 0.100 2.205 0.586
N -0.710318 0.783880 2.027756 1.192 -0.479 2.545
N 0.625050 1.945181 -1.156231 -1.730 -0.112 1.361
O 2.809233 -1.197797 -0.811643 1.062 -0.254 2.967
O -2.520545 -1.768916 -0.977405 -0.350 -1.045 -0.412
O 2.705219 -1.316630 1.471562 0.459 -0.381 -0.631
O -2.886936 -0.095190 0.430747 0.446 0.705 0.302
O 0.079399 -1.174294 -0.935057 1.593 0.168 -0.202
H 0.088633 -1.827447 1.000509 -0.239 -0.573 0.843
H -1.167753 -0.103155 -2.093360 0.447 0.504 -0.087
H 1.303271 1.063129 1.365253 -2.106 -0.508 -1.071
H -1.265885 1.938598 -0.188145 1.534 -2.260 -0.042
H -1.621129 0.402954 1.849126 -0.665 -0.060 -1.052
H -0.444094 0.443461 2.986606 0.208 0.561 -1.560
H 1.192293 1.218126 -1.482122 1.557 -0.837 -1.189
H 2.159298 -1.163926 -1.475346 -1.774 -0.025 -1.537
H 0.152253 2.389315 -1.941031 0.146 -0.336 0.038
```
Positions in Å, forces in eV/Å.

The value obtained for the gap between HOMO and LUMO is 0.299 Eh. The LUMO energy comes out at 3.43 eV. For the HOMO energy, the calculation gives -4.72 eV. As for the charge: -1. As for the energy relative to the best compared isomer or geometry (same formula, charge and spin): 0.000 eV.

Here are the Mulliken charges for atoms 1 to 8, given in e: C 0.1496; C 0.3665; C 0.1824; C -0.1100; C -0.3369; C 0.2717; N -0.6118; N -0.8275

=====

# 8
Entry from the OMol25 dataset: 3 unconnected molecules or ions with the total composition C6H9N3 at a distorted geometry (wB97M-V/def2-TZVPD).

XYZ file:
```
18
Properties=species:S:1:pos:R:3:forces:R:3
C 2.464539 0.481224 -3.256444 0.079 -1.074 -0.814
C 2.042276 -0.488893 -2.250874 0.007 -0.806 0.453
N 1.766866 -1.391047 -1.581287 0.172 1.071 -0.468
H 2.349759 -0.023682 -4.222455 -0.295 0.249 0.043
H 3.506352 0.704520 -3.226587 0.892 0.000 0.542
H 1.962631 1.416374 -3.268990 -0.824 0.602 0.189
C -2.416280 -1.832328 2.998516 1.321 -0.640 -1.056
C -1.332059 -2.020245 1.972851 -2.820 0.339 2.715
N -0.441718 -2.110573 1.287263 2.025 -0.222 -1.791
H -2.289842 -2.556574 3.797103 0.045 -0.066 0.015
H -3.379681 -1.960758 2.542779 -0.429 0.057 -0.167
H -2.289058 -0.843637 3.385106 -0.178 0.621 0.301
C 0.071890 1.584825 0.148201 2.080 0.754 -0.227
C -1.210322 2.044394 0.511964 -3.659 1.445 1.457
N -2.216192 2.477576 0.923448 2.122 -1.048 -1.062
H 0.736101 1.755118 0.990818 0.061 -0.174 0.316
H 0.525664 2.202657 -0.632788 -0.363 -0.100 -0.180
H 0.149073 0.561049 -0.118624 -0.235 -1.008 -0.265
```
Positions in Å, forces in eV/Å.

As for the structure (SMILES): CC#N.CC#N.CC#N. The value obtained for the gap between HOMO and LUMO is 0.441 Eh. The LUMO energy comes out at 0.58 eV. For the HOMO energy, the calculation gives -11.43 eV. As for the energy relative to the best compared isomer or geometry (same formula, charge and spin): 0.804 eV.

Here are the Mulliken charges for atoms 1 to 8, given in e: C -0.8914; C 0.3992; N -0.3465; H 0.2745; H 0.2890; H 0.2913; C -0.7732; C 0.2960